# 1
C22H17Br3O2S | ωB97M-V/def2-TZVPD

Values from the calculation:
HOMO ... -7.3 eV
HOMO-LUMO gap ... 5.0 eV
LUMO level ... -2.30 eV

The geometry in ORCA input format:
```
! RIJCOSX wB97M-V def2-TZVPD def2/J DEFGRID3
* xyz 0 1
Br -6.09636 2.98812 -2.66337
Br 7.29631 3.01025 -2.69852
Br -2.18710 0.31489 1.37885
S 0.28195 -1.34576 1.94466
O 1.04993 -2.29837 1.16342
O 0.92664 -0.31548 2.71503
C 4.46541 3.05966 -2.26226
C 4.23508 0.29620 -1.97816
C 0.56051 1.11404 -1.75666
C -4.44894 2.19948 -2.17759
C -1.93687 1.01451 -1.76866
C -3.12518 0.23699 -1.78838
C -4.36826 0.81752 -1.97599
C -1.56390 -2.56472 5.36537
C -3.32337 3.01207 -1.99887
C -2.07785 2.42686 -1.79067
C 5.47203 0.85466 -2.26253
C 3.06476 1.09204 -1.85523
C -1.71713 -3.94591 5.17243
C -1.39740 -4.50020 3.93096
C -0.59156 -2.35341 3.16123
C -0.63720 0.40205 -1.66200
C 5.60186 2.24521 -2.37121
C -1.00866 -1.77453 4.36165
C -0.80668 -0.74675 0.71531
C -0.83247 -3.70805 2.92758
C 3.21787 2.49782 -2.00068
C 1.79138 0.48143 -1.61033
H -0.57524 -0.68451 -1.69640
H -1.57758 -5.55400 3.72062
H -1.19525 3.05486 -1.65958
H -5.27069 0.21769 -1.96751
H -3.44056 4.09098 -2.04845
H -1.12348 -1.62243 0.13976
H 0.55021 2.18428 -1.98881
H 4.58134 4.13113 -2.36299
H 2.35144 3.14856 -1.90329
H -0.86521 -0.70494 4.51621
H 1.79656 -0.57391 -1.32321
H 4.15111 -0.78256 -1.86794
H -2.10093 -4.57754 5.97722
H -1.86012 -2.08401 6.30185
H 6.35246 0.23180 -2.37019
H -3.05510 -0.83793 -1.65006
H -0.56372 -4.14810 1.96741
*
```

=====

# 2
C22H18BCeN9 | ωB97M-V/def2-TZVPD

Values from the calculation:
HOMO (spin up / spin down) ... -14.7 / -14.7 eV
HOMO-LUMO gap (spin up / spin down) ... 5.7 / 5.7 eV
LUMO level (spin up / spin down) ... -8.94 / -8.95 eV

The geometry in ORCA input format:
```
! RIJCOSX wB97M-V def2-TZVPD def2/J DEFGRID3
* xyz 2 1
Ce 0.02866 -0.35474 0.00256
N 1.67642 -2.85436 -1.09653
N 1.87079 -2.68682 1.43582
N 0.95753 -1.73494 -1.68028
N 3.25124 -1.21114 -0.00509
N -0.30060 2.06315 0.64368
N -1.66716 -3.34193 -0.40015
N 0.98847 -1.64634 1.87996
N 2.46875 -0.01841 -0.04749
N -2.47354 0.51297 0.11763
C -4.84172 0.35015 -0.38594
C 1.51763 -3.94009 -1.86882
C 0.67907 2.81737 1.13277
C -1.22905 -2.31277 0.03459
C 1.87644 -3.63647 2.33381
C 0.53314 -2.04455 3.05587
C 4.49138 -0.94323 -0.39985
C -1.53253 2.70225 0.30929
C -2.66096 1.89997 0.02474
C -3.89584 2.52420 -0.34858
C -1.54673 4.12282 0.12255
C 4.55443 0.42681 -0.77863
C -3.59645 -0.22219 -0.02530
C 0.51084 -2.19510 -2.85323
C 3.23787 0.94930 -0.56085
C 0.95952 -3.34251 3.38920
C 0.67554 4.21920 0.94977
C -2.78203 4.70132 -0.36502
C 0.77465 -3.57875 -3.01466
C -5.01323 1.70489 -0.55312
C -0.38576 4.86684 0.36581
C -3.91134 3.94395 -0.52093
B 2.63958 -2.61280 0.09357
H 0.72018 -3.96641 4.25793
H 1.53957 4.76793 1.24133
H -3.50089 -1.34494 0.05371
H 5.37069 0.98944 -1.20690
H -4.91999 4.36318 -0.73122
H 2.47938 -4.53879 2.26263
H 2.80167 1.90404 -0.75365
H 5.24482 -1.67589 -0.53451
H 3.51715 -3.42921 0.18251
H -0.43289 5.90073 0.12124
H -2.87335 5.77713 -0.42139
H -5.96838 2.13145 -0.85932
H -0.17524 -1.39721 3.56448
H -5.65976 -0.31483 -0.61397
H 1.50218 2.30072 1.58117
H 0.08652 -1.53477 -3.62027
H 0.51849 -4.14447 -3.91681
H 1.89487 -4.91615 -1.59412
*
```